Formula: C51H140N26O17
Source: the Open Molecules 2025 dataset
Level of theory: the ωB97M-V functional and the def2-TZVPD basis

Geometry as XYZ:
```
234
Properties=species:S:1:pos:R:3:forces:R:3:mulliken_charge:R:1
C -27.823 -15.677 2.353 0.1272 0.5347 1.4883 -2.06
C -26.386 -15.503 1.846 -1.7224 -0.8939 -0.2256 1.79
C -26.497 -15.869 0.333 2.3705 0.7873 -1.5479 -1.36
C -25.188 -15.394 -0.389 -0.1872 0.5305 -0.3632 -0.81
C -24.896 -13.894 -0.219 0.8515 -1.8206 1.5503 -1.28
C -24.886 -13.494 1.305 0.1183 0.7782 -0.3954 1.62
N -26.031 -14.065 2.023 -0.4158 0.0743 -1.4041 0.13
O -26.075 -13.543 3.361 0.5697 -1.3231 -0.2561 -0.30
C -23.441 -13.854 1.952 -1.3523 0.6796 -0.8356 -1.54
C -25.157 -11.956 1.240 1.3727 -0.7819 0.1487 -1.81
C -25.428 -16.480 2.566 1.5992 0.2958 -0.8554 -0.89
H -28.150 -16.711 2.462 0.3922 -0.0957 0.0837 0.37
H -28.635 -15.169 1.832 0.4713 0.2657 -0.5058 0.42
H -27.745 -15.190 3.325 -0.6829 -0.4132 0.4766 0.43
H -26.647 -16.913 0.057 0.4541 -0.5600 1.1302 0.48
H -27.340 -15.509 -0.256 -0.2685 1.1358 0.7288 0.38
H -25.214 -15.455 -1.477 -0.3442 -0.8470 -0.0948 0.48
H -24.293 -15.930 -0.074 -0.2262 -0.3637 0.1706 0.33
H -25.489 -13.368 -0.967 -0.3013 0.6009 0.7652 0.52
H -23.843 -13.789 -0.482 0.0033 0.3232 -0.4502 0.34
H -23.447 -13.692 3.030 -0.1000 -0.0062 0.0058 0.01
H -23.094 -14.864 1.733 -0.3177 -0.0909 0.0334 0.41
H -22.705 -13.188 1.502 0.0328 0.1528 0.0716 0.53
H -25.844 -11.776 0.414 -0.4074 0.2176 0.6107 0.37
H -25.416 -11.556 2.221 -0.2550 0.1738 -0.2707 0.36
H -24.213 -11.505 0.936 0.0743 0.2869 0.0094 0.44
H -25.633 -17.551 2.585 -0.8494 0.1598 0.2374 0.55
H -24.992 -16.139 3.505 -0.8095 0.1450 0.4217 -0.30
H -24.505 -16.505 1.987 0.1319 0.0643 -0.3413 0.06
H -26.782 -12.894 3.363 -0.2323 -0.0411 -0.2523 0.28
C -23.061 -15.334 10.045 1.6861 -0.1854 0.7227 0.32
C -22.038 -15.084 8.901 -0.8366 1.1457 -2.0771 2.88
C -22.807 -15.453 7.588 -1.0936 -0.3274 -1.2719 -0.11
C -23.502 -14.394 6.752 0.0343 1.3005 0.0229 0.90
C -22.661 -13.134 6.748 0.6745 0.0749 -0.3345 -1.31
C -22.125 -12.606 8.106 -0.1953 0.8205 0.2400 1.64
N -21.458 -13.699 8.816 0.3487 -0.3766 -1.0974 0.99
O -20.852 -13.295 10.038 -1.3886 0.0931 0.3497 0.26
C -21.113 -11.441 7.890 -0.2201 -0.7299 0.2478 0.52
C -23.321 -12.015 8.833 -1.2833 -0.4678 1.0252 -0.92
C -20.776 -15.945 8.843 -0.7428 -1.2219 1.2832 -0.26
H -23.440 -16.354 9.981 0.2443 0.0970 0.0974 0.03
H -23.910 -14.672 10.216 0.0660 0.2852 -0.8485 -0.53
H -22.475 -15.222 10.957 -0.1373 -0.3443 0.4389 -0.77
H -22.248 -16.021 6.845 0.9730 0.1795 0.4100 -0.34
H -23.619 -16.164 7.743 0.2342 -0.3053 1.0200 -0.72
H -24.555 -14.186 6.942 -0.0873 -0.0740 0.7151 -0.26
H -23.499 -14.648 5.692 -0.1552 -0.5783 -0.1354 -0.58
H -23.176 -12.348 6.195 -0.0541 0.3268 0.2740 0.89
H -21.859 -13.442 6.077 0.7965 0.3955 0.1934 -0.05
H -21.524 -10.752 7.152 0.0522 0.0915 -0.0421 0.08
H -20.954 -10.920 8.833 -0.1128 0.0118 -0.0871 -0.30
H -20.137 -11.810 7.576 -0.1400 0.1640 -0.1668 -1.06
H -23.972 -12.816 9.183 -0.3332 -0.3130 -0.5717 -0.42
H -23.200 -11.526 9.800 0.9570 0.4423 -0.1607 -0.20
H -23.920 -11.354 8.207 0.0935 0.0748 -0.1044 0.33
H -19.986 -15.589 8.183 -0.2835 0.3911 0.1237 -0.34
H -21.048 -16.928 8.458 0.0854 -0.2527 0.2800 0.32
H -20.425 -16.072 9.867 0.5357 -0.1698 -0.0952 -0.62
H -19.904 -13.436 9.978 0.6020 -0.2483 -0.4572 -0.27
C -20.430 -19.463 9.565 -1.1059 -0.7336 -1.5741 0.63
O -19.335 -19.663 9.120 2.8588 -0.1122 -0.2487 -0.72
N -20.817 -18.812 10.601 0.9216 2.2070 3.7194 0.16
N -21.506 -19.926 8.951 -2.6328 -2.1488 -2.9360 -0.38
H -21.796 -18.681 10.813 0.2325 0.3100 0.2016 0.00
H -20.070 -18.307 11.056 -0.4778 0.2892 0.5002 0.18
H -21.334 -20.414 8.084 -0.2701 0.1720 0.1253 0.23
H -22.423 -19.531 9.103 0.2510 -0.1931 -0.1049 0.13
C -26.327 -17.685 7.159 2.0363 6.3002 0.8189 0.21
O -26.674 -16.874 8.030 0.1244 0.4370 -0.0914 -0.60
N -26.787 -18.814 7.021 -3.6682 -7.0159 0.0395 -0.28
N -25.397 -17.423 6.247 2.1099 2.2466 -1.3547 -0.03
H -26.406 -19.362 6.263 -0.7815 -0.6743 0.5814 0.17
H -27.530 -19.019 7.674 0.0623 -0.9704 -0.4788 0.29
H -25.368 -17.889 5.352 0.0688 -0.0045 0.1569 0.26
H -25.157 -16.442 6.210 0.1774 -0.1066 -0.1704 -0.15
C -27.024 -17.393 11.322 1.8234 -0.5747 -0.9432 0.67
O -27.167 -17.889 12.406 -0.6016 -1.0761 2.8240 -0.86
N -25.837 -17.219 10.754 2.1731 0.9031 -0.6724 0.67
N -27.969 -17.068 10.484 -3.6208 0.9727 -1.3927 0.02
H -24.973 -17.569 11.144 0.0306 0.0662 0.3508 0.02
H -25.745 -16.744 9.867 -0.2417 -0.2552 0.0491 -0.16
H -27.668 -16.824 9.551 -0.3576 -0.2888 -0.2196 -0.17
H -28.902 -17.425 10.632 0.2243 0.2478 0.0981 0.25
C -21.576 -18.224 4.023 -5.6005 1.7676 0.1510 0.51
O -22.635 -18.764 3.746 -1.2894 -0.9943 -0.4526 -0.70
N -21.523 -16.964 4.407 0.8567 2.9740 1.1524 0.08
N -20.458 -18.795 3.962 7.1664 -4.4875 -0.0606 -0.37
H -22.303 -16.334 4.523 -0.0853 -0.7306 -0.2622 -0.12
H -20.688 -16.708 4.914 -0.0233 0.6672 -0.1169 0.32
H -20.371 -19.797 4.055 -0.8262 0.0312 -0.4528 0.27
H -19.560 -18.426 4.239 -0.4786 0.8948 0.0106 0.19
C -19.768 -16.559 13.004 2.9425 1.1037 -1.5153 0.57
O -19.161 -17.283 12.198 -1.5869 -0.4976 0.2910 -0.98
N -20.194 -15.325 12.785 -1.2729 0.7984 -1.2265 0.08
N -19.691 -16.765 14.286 -0.0945 -2.1936 3.8265 -0.36
H -20.305 -15.038 11.823 0.2983 0.7755 0.2447 -0.34
H -20.117 -14.733 13.600 -0.4109 0.5830 -0.9802 0.23
H -20.028 -16.088 14.956 -0.1160 -0.5987 -0.0453 0.10
H -19.430 -17.694 14.584 0.1954 0.3787 0.2415 0.33
C -18.813 -14.381 5.445 0.4766 -2.7600 -0.4639 0.39
O -19.229 -15.561 5.430 -0.1459 1.7356 -0.0640 -0.78
N -18.918 -13.501 6.420 -1.0466 0.6472 1.8070 1.20
N -18.040 -13.852 4.487 1.2630 0.4721 -2.0871 -0.27
H -18.239 -12.754 6.458 -0.5041 0.1310 0.5999 -0.12
H -19.690 -13.580 7.066 0.3331 -0.0869 0.4961 -1.01
H -17.556 -12.997 4.721 -0.0891 -0.1908 -0.5410 0.08
H -17.782 -14.323 3.632 -0.0566 -0.1903 0.5060 0.22
C -17.413 -15.374 9.867 -0.3000 1.3395 1.1536 0.66
O -17.895 -14.448 10.563 -0.1882 -0.0717 -0.4418 -0.81
N -17.421 -16.617 10.281 0.2510 -1.2573 0.3346 -0.33
N -16.806 -15.177 8.709 0.1855 0.6334 -0.8589 -0.27
H -17.942 -16.754 11.136 -0.0583 -0.7886 -0.1742 0.14
H -17.169 -17.332 9.614 -0.3974 -0.3110 0.6501 0.16
H -16.424 -15.993 8.251 0.0143 0.8301 -0.4554 0.17
H -16.867 -14.219 8.397 0.5140 -0.0465 -0.6449 0.15
C -23.538 -18.534 12.821 -2.9934 1.0058 -0.1766 0.66
O -23.465 -18.028 11.703 0.4311 -0.2769 -0.7856 -0.87
N -22.557 -18.718 13.607 5.5416 -0.6888 2.0251 -0.39
N -24.646 -18.814 13.503 -2.2096 -0.4446 -0.5874 -0.32
H -21.642 -18.469 13.262 0.0820 -0.3872 0.5221 0.10
H -22.758 -19.030 14.547 0.9052 0.2576 -0.3206 0.17
H -25.527 -18.504 13.120 -0.8163 -0.1604 0.1867 0.11
H -24.569 -19.240 14.415 -0.5246 0.2916 -0.4266 0.14
C -17.535 -11.225 9.205 2.0546 0.5299 1.3772 0.79
O -16.876 -11.978 8.496 -0.4055 -0.3939 -1.9979 -0.83
N -17.737 -9.923 9.073 -0.5506 2.5332 -2.3516 0.10
N -17.787 -11.531 10.448 -0.9634 -2.3332 2.2020 0.00
H -18.396 -9.468 9.689 0.2348 0.0189 -0.1915 -0.16
H -17.536 -9.516 8.171 -0.2851 0.2874 -0.0180 0.11
H -17.555 -12.500 10.611 -0.4842 -0.3202 1.0093 0.16
H -18.224 -10.870 11.075 0.1359 -0.5216 0.2349 0.01
C -23.128 -12.836 13.765 -0.6478 -0.6758 0.3741 -1.39
C -24.213 -13.843 14.350 1.8663 1.4768 -1.8168 0.26
C -25.459 -13.930 13.494 -0.3828 1.2184 1.1831 -0.45
O -26.109 -12.634 13.519 -0.8470 -0.8046 -1.2320 -0.45
C -27.424 -12.792 12.892 0.6086 -0.3794 1.0107 -0.87
N -23.582 -15.144 14.428 -0.1379 -0.2856 0.6386 -0.69
H -22.199 -13.022 14.304 -0.0342 0.5457 0.8604 0.55
H -23.507 -11.822 13.891 0.4429 0.1396 -0.2463 0.29
H -22.726 -13.052 12.775 -0.9133 0.0446 -0.6379 0.22
H -24.369 -13.417 15.341 -0.7031 -0.4383 0.1181 0.33
H -26.092 -14.679 13.969 -0.3615 -0.1368 -0.0994 0.60
H -25.270 -14.245 12.467 0.2962 -0.0164 -0.1559 0.07
H -28.059 -11.917 13.032 0.4037 0.1363 0.2352 0.39
H -27.859 -13.644 13.415 -0.5357 0.0100 -0.0905 0.49
H -27.431 -13.033 11.829 0.5722 0.0619 -0.1846 0.20
H -22.635 -14.886 14.665 0.3457 -0.7427 0.0939 0.23
H -23.539 -15.531 13.496 0.0952 -0.2334 -0.2842 0.17
C -14.354 -6.821 6.175 -0.8050 1.4049 -0.3037 -1.57
C -15.294 -7.845 6.779 0.3989 -0.2290 -1.6760 0.60
C -16.616 -8.071 5.865 0.3726 1.0966 2.0157 -1.01
O -17.444 -9.036 6.475 -0.1552 0.2205 0.3312 -0.16
C -18.740 -9.087 5.887 0.6126 -1.0643 0.4599 -0.65
N -14.567 -9.074 6.992 -0.9539 -0.5175 -0.2530 -0.70
H -14.955 -5.926 6.017 0.0435 0.4297 0.0473 0.38
H -13.943 -6.998 5.181 -0.0015 -0.7354 0.0568 0.32
H -13.540 -6.525 6.837 -0.0578 -0.3495 0.0960 0.37
H -15.516 -7.524 7.797 -0.8744 0.3789 -0.2125 0.26
H -16.574 -8.379 4.821 1.0708 0.3678 -0.2626 0.37
H -17.141 -7.120 5.960 -0.1408 0.3647 -0.5215 0.45
H -19.288 -9.777 6.528 -0.2573 0.0577 -0.1003 -0.28
H -18.615 -9.560 4.913 -0.4396 0.2865 -0.3553 0.40
H -19.267 -8.134 5.846 0.2887 0.1361 -0.0912 0.49
H -15.345 -9.613 7.344 0.3407 -1.2518 0.6945 0.17
H -14.495 -9.447 6.056 0.6842 -0.4795 -0.3349 0.34
C -30.372 -13.210 10.778 -1.1569 -0.5095 0.3186 -1.20
C -30.601 -13.840 9.397 1.7112 0.4524 -0.7261 0.24
C -29.219 -14.202 8.781 0.1205 1.9124 0.0613 0.51
O -28.444 -13.004 8.868 0.2450 -0.2050 0.5373 -0.52
C -27.122 -13.011 8.348 -1.2155 1.3366 -0.6422 -0.67
N -31.343 -15.053 9.454 -0.9358 -1.4108 1.5879 -0.76
H -31.314 -13.135 11.321 -0.3429 -0.2149 -0.1039 0.45
H -30.002 -12.185 10.809 0.5051 -0.3513 -0.4846 0.32
H -29.774 -13.906 11.366 0.4162 0.2172 0.1021 0.11
H -31.175 -13.153 8.774 0.4208 0.2453 -0.2578 0.32
H -29.370 -14.515 7.748 0.1317 0.0004 -0.3746 0.46
H -28.689 -14.999 9.303 -0.3774 -0.1271 0.3299 -0.48
H -26.836 -11.959 8.336 0.0359 0.1805 0.0310 0.40
H -27.274 -13.260 7.298 1.0314 -0.7116 -0.1596 0.46
H -26.326 -13.480 8.927 -0.3424 -0.8952 -0.0939 0.08
H -31.266 -15.693 8.676 0.0638 0.5551 -0.7203 0.30
H -30.883 -15.586 10.178 -0.2771 -0.3706 0.5778 0.25
C -21.960 -8.109 4.887 -0.0843 0.3123 -0.8319 -0.56
C -22.829 -8.837 3.800 2.3280 0.4753 3.0987 0.14
C -22.251 -10.258 3.489 -2.9631 1.2919 0.2195 0.81
O -20.986 -10.123 3.030 3.2142 -1.7132 0.0119 -0.46
C -20.160 -11.350 3.212 -0.6017 1.0190 -1.3856 -0.60
N -24.147 -8.921 4.425 0.0104 -0.7550 -1.6510 -0.54
H -21.451 -8.792 5.568 0.0834 0.0063 -0.1725 -0.38
H -22.565 -7.432 5.490 -0.3790 -0.1958 0.1296 0.30
H -21.287 -7.407 4.395 0.6162 -0.3933 0.0877 0.45
H -22.740 -8.204 2.917 -0.4097 -0.2272 -0.4065 0.36
H -22.965 -10.592 2.737 0.1008 -0.7344 -0.5744 -0.28
H -22.366 -10.958 4.317 0.1415 0.2134 0.5047 -0.32
H -20.442 -12.117 2.489 -0.6837 -0.1667 0.1132 0.31
H -20.173 -11.781 4.213 -0.1507 0.3839 0.1611 0.12
H -19.151 -11.138 2.859 0.0631 0.5536 0.5300 0.38
H -24.473 -7.987 4.630 -0.0418 0.2041 0.0943 0.28
H -24.664 -9.201 3.604 -1.3262 -0.3517 0.2500 0.19
C -24.720 -5.864 8.278 1.2742 1.1617 1.0577 -1.66
C -24.277 -7.262 8.677 -1.5094 0.9614 -0.1615 1.02
C -24.534 -7.478 10.226 0.2680 1.2275 -1.4347 -0.99
O -24.521 -8.813 10.501 -0.2184 -2.7465 1.3137 -0.01
C -25.069 -9.192 11.779 0.0505 -0.1989 -0.1698 -1.30
N -25.181 -8.102 7.874 0.4167 -1.4933 0.6783 -0.71
H -24.223 -5.542 7.363 -0.3399 -0.1848 -0.2992 0.34
H -24.292 -5.204 9.032 -0.1225 0.5799 0.1573 0.38
H -25.796 -5.696 8.236 0.1260 -0.3617 -0.0411 0.40
H -23.243 -7.338 8.341 0.2797 -0.4685 0.6003 0.03
H -25.507 -7.048 10.462 -0.3060 0.2144 -0.0685 0.54
H -23.793 -7.004 10.869 0.2630 0.6053 -0.2552 0.47
H -26.130 -9.431 11.708 -0.1633 0.3668 -0.1256 0.38
H -24.895 -8.474 12.581 -0.2169 0.6544 -0.2805 0.55
H -24.622 -10.093 12.199 0.4078 -0.3004 -0.7031 0.38
H -24.663 -8.568 7.143 0.2575 0.2685 -0.6559 0.18
H -25.328 -8.909 8.464 -0.6338 -0.4538 0.3073 0.15
C -21.192 -8.901 10.875 0.0250 0.3165 1.0668 0.61
C -21.008 -8.920 12.419 2.7788 -0.4213 -1.3836 1.01
C -19.670 -8.254 12.852 -0.6571 -0.6903 -0.5007 -1.16
O -18.562 -8.965 12.293 0.1934 1.3450 -0.3309 -0.24
C -17.349 -8.198 12.383 0.5817 -0.4030 0.9042 -0.87
N -22.009 -8.152 13.043 -0.9522 0.7830 0.1785 -0.65
H -20.452 -9.369 10.226 0.2119 -0.4054 0.6532 -0.93
H -21.167 -7.850 10.586 -0.7071 0.0876 -0.2318 0.45
H -22.137 -9.429 10.749 -0.1862 0.4932 -0.7230 -0.45
H -21.010 -9.973 12.701 0.1832 -0.2907 0.3282 -0.05
H -19.626 -8.171 13.938 0.2542 -0.5674 0.4128 0.35
H -19.713 -7.203 12.567 0.1761 0.0836 -0.6857 0.55
H -16.791 -8.566 13.244 0.0828 -0.0198 0.1968 0.30
H -17.468 -7.128 12.552 -0.6237 0.0347 -0.1164 0.38
H -16.654 -8.288 11.548 -0.5792 -0.4721 -0.4647 0.24
H -22.926 -8.458 12.751 -0.0600 0.0303 0.4165 0.10
H -21.877 -8.187 14.044 -0.5325 -0.0198 0.1122 0.29
```
Positions in Å, forces in eV/Å.

Properties
**Total charge**: 0
**HOMO level**: -8.184 eV
**HOMO-LUMO gap**: 8.437 eV
**2S+1**: 1
**LUMO level**: 0.3 eV